## a
# C5H10O2

2 unconnected molecules or ions with the total composition C5H10O2 (wB97M-V/def2-TZVPD, OMol25).

Structure (XYZ):
```
17
Properties=species:S:1:pos:R:3:nbo_charge:R:1
C -2.042 -0.190 -0.561 -0.510
C -0.846 -0.195 0.016 0.306
C -0.301 0.668 1.131 -0.477
C 1.204 0.386 1.089 -0.430
C 1.239 -1.026 0.507 -0.067
O 0.111 -1.102 -0.370 -0.523
H -2.303 -0.960 -1.280 0.220
H -2.779 0.568 -0.320 0.212
H -0.736 0.319 2.074 0.226
H -0.555 1.727 1.021 0.234
H 1.677 0.440 2.073 0.222
H 1.715 1.084 0.418 0.215
H 1.120 -1.791 1.284 0.174
H 2.136 -1.246 -0.076 0.201
O 0.267 0.536 -2.702 -0.945
H 0.231 -0.326 -2.265 0.478
H -0.137 1.108 -2.039 0.464
```

Orbital gap, eV: 9.8
Molar mass, g/mol: 102.1
SMILES: C=C1CCCO1.O

---

## b
# C5H10O2

2 unconnected molecules or ions with the total composition C5H10O2 (wB97M-V/def2-TZVPD, OMol25).

Structure (XYZ):
```
17
Properties=species:S:1:pos:R:3:nbo_charge:R:1
C -1.397 0.318 1.289 -0.426
C -1.051 -0.734 0.532 -0.153
C 1.658 -1.067 -0.453 0.444
C -1.423 -0.537 -0.859 -0.653
C 1.500 1.245 -0.102 -0.271
O 2.194 -2.196 -0.172 -0.668
O 2.155 -0.016 0.236 -0.544
H -1.934 1.041 0.749 0.173
H -1.268 0.424 2.295 0.188
H -0.529 -1.655 0.963 0.213
H -0.552 -0.548 -1.471 0.237
H -1.856 0.492 -0.855 0.190
H -2.152 -1.224 -1.141 0.211
H 0.760 1.596 0.618 0.202
H 1.021 1.184 -1.056 0.198
H 2.050 2.134 -0.329 0.197
H 2.953 -2.216 0.566 0.461
```

Orbital gap, eV: 9.7
Molar mass, g/mol: 102.1

---

## c
# C5H10O2

2 unconnected molecules or ions with the total composition C5H10O2 (wB97M-V/def2-TZVPD, OMol25).

Structure (XYZ):
```
17
Properties=species:S:1:pos:R:3:nbo_charge:R:1
C 1.267 -2.068 0.075 -0.378
C 1.312 -1.124 1.015 -0.274
C 2.294 -0.008 0.959 0.408
O 2.513 0.729 1.892 -0.512
H 0.545 -2.880 0.111 0.211
H 1.976 -2.059 -0.755 0.201
H 0.630 -1.106 1.863 0.221
H 2.822 0.108 -0.011 0.112
C -2.257 1.154 -1.053 -0.631
C -1.194 0.983 0.022 -0.066
O 0.079 0.783 -0.573 -0.722
H -2.349 0.241 -1.658 0.199
H -3.242 1.391 -0.629 0.211
H -1.949 1.963 -1.722 0.215
H -1.108 1.883 0.641 0.183
H -1.459 0.147 0.690 0.154
H 0.120 -0.136 -0.868 0.469
```

Orbital gap, eV: 10.2
Molar mass, g/mol: 102.1
SMILES: C=CC=O.CCO

---

## d
# C5H10O2

2 unconnected molecules or ions with the total composition C5H10O2 (wB97M-V/def2-TZVPD, OMol25).

Structure (XYZ):
```
17
Properties=species:S:1:pos:R:3:nbo_charge:R:1
C -1.654 -1.580 0.347 -0.631
C -0.585 -0.599 -0.004 0.224
C 0.917 -0.868 -0.123 -0.416
C 1.047 0.410 -1.003 -0.433
C -0.473 0.562 -0.899 0.044
O -0.752 0.733 0.499 -0.529
H -1.585 -2.477 -0.275 0.220
H -1.527 -1.882 1.394 0.223
H -2.647 -1.137 0.238 0.229
H 1.099 -1.776 -0.705 0.211
H 1.482 -0.907 0.813 0.215
H 1.431 0.220 -2.008 0.212
H 1.592 1.232 -0.533 0.241
H -1.181 1.001 -1.596 0.202
O 1.299 2.356 1.486 -0.958
H 0.618 1.663 1.435 0.487
H 0.919 3.049 0.934 0.460
```

Orbital gap, eV: 10.9
Molar mass, g/mol: 102.1
SMILES: C[C@@]12CC[C@@H]1O2.O

---

Which of them is the most stable? Correct choice: a.

---

## a
# C5H10O2

2 unconnected molecules or ions with the total composition C5H10O2 (wB97M-V/def2-TZVPD, OMol25).

Structure (XYZ):
```
17
Properties=species:S:1:pos:R:3:nbo_charge:R:1
C 2.296 -0.651 0.695 -0.247
O 0.929 -0.935 0.474 -0.515
C 0.476 -0.712 -0.783 0.155
C -0.821 -0.563 -1.050 -0.292
C -1.866 -0.479 0.034 -0.548
C -2.069 0.988 0.342 0.459
O -1.801 1.515 1.395 -0.526
H 2.925 -1.058 -0.110 0.171
H 2.572 -1.129 1.637 0.200
H 2.462 0.429 0.774 0.184
H 1.239 -0.700 -1.564 0.175
H -1.117 -0.425 -2.085 0.215
H -2.812 -0.915 -0.311 0.228
H -1.545 -0.989 0.945 0.243
H -2.445 1.590 -0.514 0.101
H 0.948 2.054 -0.220 -0.024
H 0.543 2.192 0.388 0.020
```

Orbital gap, eV: 9.9
Molar mass, g/mol: 102.1
SMILES: CO/C=C\CC=O.[H][H]

---

## b
# C5H10O2

2 unconnected molecules or ions with the total composition C5H10O2 (wB97M-V/def2-TZVPD, OMol25).

Structure (XYZ):
```
17
Properties=species:S:1:pos:R:3:nbo_charge:R:1
C 1.889 -0.078 -0.777 -0.383
C 0.636 -0.329 -1.148 -0.201
C -0.585 0.478 -0.808 -0.318
C -1.768 -0.326 -0.233 -0.045
O -1.721 0.393 1.007 -0.535
C -0.660 1.234 0.533 -0.051
H 2.704 -0.734 -1.072 0.210
H 2.159 0.777 -0.161 0.199
H 0.440 -1.207 -1.767 0.204
H -0.865 1.099 -1.665 0.224
H -1.580 -1.398 -0.087 0.174
H -2.724 -0.197 -0.754 0.177
H -0.974 2.282 0.463 0.180
H 0.227 1.172 1.174 0.164
O 1.199 -1.267 1.985 -0.937
H 0.674 -0.505 2.252 0.465
H 0.949 -1.395 1.061 0.472
```

Orbital gap, eV: 10.9
Molar mass, g/mol: 102.1
SMILES: C=CC1COC1.O

---

## c
# C5H10O2

A single C5H10O2 molecule (wB97M-V/def2-TZVPD, OMol25).

Structure (XYZ):
```
17
Properties=species:S:1:pos:R:3:nbo_charge:R:1
O 1.716 -0.259 1.424 -0.730
C 1.847 -0.524 0.036 -0.059
C 0.480 -0.801 -0.567 -0.417
C -0.530 0.349 -0.562 -0.269
C -2.008 -0.087 -0.494 -0.044
O -2.220 0.599 0.741 -0.538
C -0.871 1.088 0.750 -0.062
H 2.378 0.393 1.671 0.473
H 2.481 -1.413 -0.110 0.165
H 2.329 0.317 -0.482 0.159
H 0.056 -1.664 -0.040 0.208
H 0.644 -1.113 -1.608 0.212
H -0.318 1.046 -1.382 0.201
H -2.162 -1.173 -0.396 0.166
H -2.667 0.296 -1.280 0.170
H -0.836 2.185 0.666 0.165
H -0.318 0.761 1.630 0.201
```

Orbital gap, eV: 10.1
Molar mass, g/mol: 102.1
SMILES: OCCC1COC1

---

## d
# C5H10O2

A single C5H10O2 molecule (wB97M-V/def2-TZVPD, OMol25).

Structure (XYZ):
```
17
Properties=species:S:1:pos:R:3:nbo_charge:R:1
C 2.161 0.577 -0.681 -0.659
C 0.949 -0.064 -0.072 0.159
C 0.837 -0.450 1.349 -0.159
O 0.120 -1.679 1.558 -0.723
C -1.390 -0.075 -0.172 0.100
C -2.591 0.541 -0.793 -0.679
O -0.224 0.295 -0.610 -0.380
H 2.087 0.593 -1.774 0.227
H 3.058 -0.005 -0.430 0.221
H 2.339 1.611 -0.338 0.202
H 0.379 -2.207 0.791 0.463
H 0.242 0.339 1.863 0.177
H 1.817 -0.532 1.833 0.186
H -1.408 -0.921 0.511 0.200
H -2.378 1.553 -1.159 0.224
H -2.977 -0.087 -1.611 0.214
H -3.367 0.596 -0.019 0.226
```

Orbital gap (alpha / beta), eV: 7.3 / 8.1
Molar mass, g/mol: 102.1

---

Which of them is the most stable? Correct choice: c.